Here is C30H32AuClN3SSi2 as an isolated structure in a non-equilibrium geometry from OMol25. Energies are from the ωB97M-V functional and the def2-TZVPD basis.

```
70
Properties=species:S:1:pos:R:3:forces:R:3
C -1.214 -0.671 1.928 0.983 -2.957 0.475
C -1.820 0.043 0.875 -0.446 -0.405 -2.462
C -1.743 -0.800 -0.344 -0.427 0.285 0.696
H -2.369 0.982 0.964 0.272 -0.326 -0.109
C -1.194 -2.074 0.098 -0.780 0.847 -1.639
C -0.859 -1.967 1.447 -0.183 1.990 2.793
H -0.469 -2.755 2.083 0.055 0.120 -0.246
H -1.103 -0.336 2.952 -0.008 0.011 -0.152
H -2.352 -0.670 -1.242 0.068 -0.185 0.504
H -1.123 -2.969 -0.519 0.031 0.344 0.127
Au 0.021 0.456 -0.799 -0.061 -0.196 0.387
Si 2.662 0.379 -7.705 1.167 0.167 -0.590
C 2.030 1.869 -8.641 -0.506 0.368 0.136
C 2.640 2.543 -9.714 -0.258 0.350 -0.041
H 3.604 2.213 -10.106 -0.211 0.081 0.202
C 2.018 3.657 -10.311 0.025 -0.229 0.110
H 2.498 4.190 -11.141 -0.119 -0.327 0.395
C 0.771 4.099 -9.858 0.050 -0.335 0.273
H 0.288 4.969 -10.310 0.199 -0.305 0.118
C 0.137 3.405 -8.819 0.086 0.157 -0.223
H -0.846 3.725 -8.467 0.262 -0.106 -0.172
C 0.760 2.306 -8.230 -0.067 0.359 -0.241
H 0.234 1.772 -7.439 0.100 0.107 -0.090
C 2.132 -1.130 -8.672 0.397 -0.639 -0.665
C 1.096 -1.093 -9.622 -0.353 -0.359 0.189
H 0.692 -0.142 -9.968 -0.045 -0.121 0.323
C 0.545 -2.275 -10.143 0.224 -0.130 0.012
H -0.325 -2.235 -10.810 0.461 0.068 0.228
C 1.096 -3.518 -9.803 -0.042 0.460 0.177
H 0.641 -4.442 -10.170 0.228 0.341 0.101
C 2.238 -3.553 -8.996 -0.058 0.120 -0.140
H 2.694 -4.516 -8.767 0.032 0.265 -0.080
C 2.773 -2.370 -8.476 -0.443 -0.133 0.148
H 3.702 -2.408 -7.902 -0.342 -0.074 0.073
H 2.220 0.317 -6.295 -0.412 0.089 -0.283
Si 0.156 0.428 -3.157 -0.320 -0.240 -0.963
C -0.449 -1.270 -3.704 0.342 0.471 1.009
C -1.608 -1.387 -4.457 0.018 -0.743 -0.193
H -2.138 -0.497 -4.769 -0.018 -0.027 -0.194
C -2.069 -2.662 -4.812 -0.004 0.010 0.004
H -2.952 -2.749 -5.443 0.201 -0.050 0.139
C -1.399 -3.807 -4.373 -0.065 0.407 -0.073
H -1.732 -4.794 -4.698 0.073 0.308 0.186
C -0.300 -3.673 -3.516 -0.037 -0.095 -0.052
H 0.194 -4.562 -3.137 -0.033 0.055 -0.027
C 0.164 -2.415 -3.160 -0.424 0.029 -0.544
H 0.988 -2.308 -2.462 0.117 -0.040 -0.136
C -0.916 1.808 -3.858 0.448 0.101 0.823
C -2.178 2.079 -3.294 0.008 0.071 -0.451
H -2.526 1.532 -2.417 0.016 -0.017 -0.281
C -2.992 3.060 -3.854 0.005 0.043 -0.054
H -3.991 3.222 -3.459 0.146 0.028 0.024
C -2.543 3.831 -4.933 0.241 -0.347 -0.012
H -3.198 4.578 -5.394 0.297 -0.289 0.246
C -1.250 3.626 -5.419 -0.009 0.049 0.093
H -0.880 4.233 -6.244 -0.018 -0.098 0.257
C -0.425 2.643 -4.857 -0.374 0.222 -0.346
H 0.601 2.520 -5.200 -0.227 0.022 -0.122
H 4.162 0.495 -7.542 -0.415 -0.228 -0.258
Cl 2.167 0.612 -3.682 -0.419 0.080 0.332
N 2.532 -0.950 0.429 0.027 -0.125 -0.480
N 2.572 -0.157 1.610 -0.878 -0.049 -0.120
C 2.049 1.089 1.492 0.902 0.398 0.219
N 2.026 1.820 2.611 -0.321 -0.096 0.304
S 1.737 1.856 -0.022 0.587 0.256 0.666
H 3.072 -0.445 -0.291 -0.209 -0.369 0.446
H 2.985 -1.838 0.623 0.151 0.216 0.060
H 2.327 -0.698 2.450 0.273 0.469 -0.530
H 1.698 2.782 2.578 0.138 -0.475 0.008
H 2.343 1.424 3.493 -0.099 0.347 -0.318
```
Forces are in eV/Å.

The total charge is +1. As for the total energy: -78897.7621 eV. The HOMO energy (alpha / beta) is -9.73 / -10.55 eV. The calculation puts the energy above the lowest of the compared OMol25 structures with the same formula, charge and spin at 0.0000 eV. Its HOMO-LUMO gap (alpha / beta) is 0.261 / 0.174 Eh. Its spin multiplicity is 3.